<P>
DFT (ωB97M-V/def2-TZVPD) results for one molecule with the formula C5H12N2S.

```
! wB97M-V def2-TZVPD RIJCOSX def2/J DEFGRID3
* xyz 0 1
N 0.648 2.206 -0.242
C 1.555 -0.201 -0.496
H -0.083 2.168 -1.028
H 1.492 0.943 1.262
H -0.694 -0.160 1.570
H -2.986 -0.805 0.555
H 1.285 -0.199 -1.580
H 1.017 -1.636 1.143
C -0.314 -0.148 0.556
S 3.370 -0.352 -0.334
H -1.942 -1.690 -0.584
N -1.374 0.219 -0.389
C 0.862 0.837 0.333
C 0.611 -1.272 0.180
C -2.442 -0.734 -0.434
H -3.068 -0.523 -1.315
H 0.199 -2.096 -0.479
H -1.673 1.139 -0.133
H 3.268 -0.545 0.976
H 0.269 2.847 0.437
*
```

As for the SMILES: CN[C@H]1C[C@H](S)[C@H]1N. The value obtained for the HOMO energy is -0.32795 hartree. For the orbital gap, the calculation gives 9.846 eV.

---

<Q>
DFT (ωB97M-V/def2-TZVPD) results for C5H12N2S as an isolated structure.

```
! wB97M-V def2-TZVPD RIJCOSX def2/J DEFGRID3
* xyz 0 1
C 0.422 0.761 -0.258
H -2.802 -1.038 1.243
H -0.457 -1.536 1.051
S 2.449 -1.071 -0.027
N 0.576 0.850 1.266
C -1.994 0.325 -0.386
H 1.406 0.203 1.588
H 2.509 1.254 -0.657
C -0.673 -0.177 -0.776
C 1.818 0.513 -0.754
H 0.738 1.926 1.644
C -0.997 -1.399 0.041
H -0.629 -0.392 -1.830
H 0.390 1.922 -0.568
H 3.174 -0.789 1.058
H 1.720 -0.016 -1.759
H -2.263 0.920 -1.378
H -1.976 1.168 0.358
H -0.929 -2.455 -0.130
N -2.482 -0.968 0.273
*
```

The value obtained for the HOMO energy is -0.30613 hartree. For the orbital gap, the calculation gives 8.996 eV.

---

The relative energies come out as <P> 0.0; <Q> 290.1, with values in kJ/mol.

---

<P>
DFT (ωB97M-V/def2-TZVPD) results for a 9-piece molecular cluster, C36H90O18 overall.

```
! wB97M-V def2-TZVPD RIJCOSX def2/J DEFGRID3
* xyz 0 1
H 0.023 -6.770 -2.616
C 1.823 -9.740 -3.697
C 8.672 0.519 -4.655
C -3.071 0.738 -1.568
H 1.241 -10.533 -4.167
H -13.289 8.322 -1.749
C -10.800 -1.087 -7.468
H -1.067 -8.613 5.374
H -3.264 1.330 -0.673
H 9.696 -4.482 5.070
C -9.817 4.058 1.219
C 5.069 3.203 5.677
H -11.638 -3.033 -8.804
C -10.674 0.428 -7.153
H -11.155 0.939 -7.986
O 3.924 2.513 5.252
H 0.911 -0.170 -1.301
H -3.792 11.099 1.997
H 3.820 1.301 6.895
H 12.083 -4.324 5.654
H 2.491 -7.843 -2.189
H -9.857 2.076 -5.570
C 6.468 4.184 2.434
O -10.159 5.067 0.260
H -12.637 7.197 -2.926
H 0.902 -6.828 -5.416
H 9.672 -2.717 2.233
H -4.122 7.779 2.113
H 8.522 2.346 -3.627
H 7.118 5.024 2.678
H 1.382 -5.617 -2.002
H 5.946 2.559 5.625
H -12.880 7.247 0.219
H -3.648 -0.171 -1.402
C -0.348 -5.651 4.325
O -11.381 7.479 -1.165
H 0.040 -5.264 -5.740
H -10.719 3.671 1.694
H 2.576 -1.787 1.585
C 2.280 -1.085 0.805
H 11.607 3.642 -4.913
O 1.825 -7.332 6.480
C 13.722 -5.935 4.177
H 2.471 1.172 5.701
C 7.046 -1.193 -4.361
H -10.084 -1.185 -8.284
H 2.190 -10.237 -2.800
H 6.036 4.950 4.793
H -0.561 -5.300 3.316
H 12.031 2.456 -3.653
H -5.652 7.320 -0.381
H -6.409 8.648 0.623
C 1.994 -7.438 -3.071
H 5.039 3.690 6.652
H 9.990 -4.575 3.435
H -4.344 7.881 3.767
H -9.177 3.261 0.841
H 7.822 -1.943 -4.509
O 0.819 -5.443 -3.961
H -3.981 11.156 -0.102
O -0.517 -7.046 4.297
H 6.760 3.620 1.549
H -3.108 9.593 1.650
C 0.263 -0.165 -0.425
H -10.501 -1.719 -6.632
H -9.197 4.584 1.945
O 7.718 -0.110 -3.759
O -1.730 0.403 -1.691
H 12.579 -3.708 3.997
H -5.552 10.877 0.563
C 0.989 -6.287 -2.766
C 11.923 -4.357 4.577
H -1.005 -7.159 6.315
H 2.697 -9.567 -4.325
H -11.835 8.655 -2.771
H 2.406 -0.166 1.377
H -3.501 1.264 -2.420
C 10.236 -2.102 2.934
H -11.330 2.988 -5.994
C -4.078 10.085 1.717
C -11.033 6.099 0.839
H 2.576 -8.544 8.174
C 10.369 -4.066 4.321
O 12.365 -5.703 4.377
C -1.158 -0.570 -0.737
H 9.367 -0.217 -5.057
C -0.491 -7.698 5.519
O -5.020 9.614 2.671
C -12.362 7.922 -2.160
H 5.550 4.650 2.075
H 10.703 3.764 -3.415
H -1.600 -0.450 0.252
H 14.283 -5.896 5.110
H -13.400 -2.695 -8.510
H -10.464 6.999 1.074
C -10.939 2.126 -5.452
C 5.314 4.174 4.540
H 8.128 0.871 -5.532
H 1.168 -9.039 5.541
H 6.352 -1.667 -3.667
C 9.285 1.591 -3.815
C 0.221 -6.071 -5.029
H 11.284 -2.274 2.689
H 0.527 -8.837 7.151
O 5.999 3.420 3.510
O 10.259 2.245 -4.715
H 3.386 -8.723 6.692
H -1.014 -5.163 5.037
H 6.567 -0.949 -5.309
H 14.143 -5.181 3.512
H 0.640 -5.303 4.625
C 0.769 -8.299 6.234
H 4.094 0.516 5.412
H 2.762 -7.013 -3.716
H 0.343 0.699 0.235
H -5.776 7.764 2.705
H -12.345 -3.334 -7.209
H -0.795 -6.419 -4.843
H 3.111 -1.057 0.100
H 3.629 -7.196 7.462
C 3.537 1.347 5.844
O -11.330 0.855 -5.912
H 9.727 1.161 -2.916
H 13.953 -6.930 3.798
C -5.847 8.387 -0.273
O 9.997 -2.666 4.179
H 4.385 4.671 4.262
H -6.512 8.764 -1.050
O 1.205 -8.463 -3.606
C -12.062 6.669 -0.211
H -11.598 5.712 1.687
H 9.867 -1.089 2.777
O -12.141 -1.398 -7.712
C -12.393 -2.698 -8.093
C 2.881 -7.971 7.299
H -1.236 -1.653 -0.834
C -4.799 8.229 2.839
O 0.855 -1.128 0.511
H -9.607 0.648 -7.164
C -4.616 10.375 0.318
O -4.578 9.210 -0.418
H -11.099 2.366 -4.401
H -12.552 5.811 -0.671
C 11.229 3.067 -4.068
*
```

As for the SMILES: COCCOC.COCCOC.COCCOC.COCCOC.COCCOC.COCCOC.COCCOC.COCCOC.COCCOC. The value obtained for the HOMO energy is -0.33003 hartree. For the orbital gap, the calculation gives 9.468 eV.

---

<Q>
DFT (ωB97M-V/def2-TZVPD) results for a 9-piece molecular cluster, C36H90O18 overall.

```
! wB97M-V def2-TZVPD RIJCOSX def2/J DEFGRID3
* xyz 0 1
H -18.791 -20.913 32.815
O -17.053 -13.011 36.629
H -14.786 -11.771 35.797
H -21.601 -22.388 22.956
H -24.358 -11.586 25.789
H -23.646 -18.684 32.277
O -13.068 -17.815 31.939
C -15.848 -13.878 31.205
H -14.895 -17.756 31.084
H -19.813 -22.324 32.265
C -19.609 -21.364 19.652
C -13.974 -12.145 35.174
C -17.315 -15.179 35.442
H -25.145 -10.932 27.073
C -14.300 -14.967 32.726
C -13.664 -13.879 33.465
H -21.344 -13.620 29.491
C -25.189 -11.826 26.451
H -20.659 -21.521 26.463
O -21.371 -13.898 27.316
H -12.702 -17.838 33.995
H -18.944 -17.942 29.004
H -17.334 -21.537 31.388
C -16.553 -22.643 29.383
H -19.340 -20.176 29.497
H -17.515 -23.150 29.455
H -27.306 -11.892 21.032
H -18.850 -18.190 35.300
H -19.200 -16.324 28.429
H -14.363 -15.830 33.388
H -23.851 -18.898 34.210
H -9.352 -15.310 33.706
H -20.093 -21.179 18.693
H -13.162 -12.475 35.821
H -21.600 -20.507 25.410
H -15.687 -12.945 31.746
H -19.866 -14.111 28.580
H -23.797 -14.077 28.336
H -16.786 -15.150 34.490
H -18.093 -17.150 34.011
H -13.217 -13.049 32.918
H -28.392 -12.914 20.297
H -17.357 -15.992 30.387
O -20.193 -21.666 24.408
C -26.245 -13.429 22.837
O -27.054 -13.848 21.759
O -14.594 -13.225 34.389
C -23.536 -15.288 32.578
C -23.204 -17.701 32.114
O -11.180 -16.044 33.005
O -21.402 -18.220 27.965
C -22.839 -19.246 34.414
C -12.274 -18.159 33.045
H -21.715 -16.603 29.290
H -9.595 -15.172 31.934
O -26.263 -15.413 24.176
H -21.240 -16.843 32.721
H -15.554 -14.544 36.547
C -14.393 -18.267 31.905
H -15.166 -14.143 30.398
H -16.038 -22.861 28.447
O -16.723 -21.276 29.562
C -23.813 -13.131 27.795
H -21.242 -17.989 29.911
C -21.047 -21.446 25.447
H -23.513 -15.054 31.513
H -18.319 -14.820 35.212
H -22.243 -12.111 26.726
C -21.008 -17.391 29.031
C -10.915 -17.435 33.004
H -24.813 -15.108 22.755
O -23.921 -16.724 32.826
C -27.914 -12.766 21.266
H -17.268 -19.886 30.853
H -21.488 -20.766 22.982
C -18.070 -16.535 31.009
C -22.495 -13.160 26.880
H -23.876 -12.435 28.631
H -26.466 -16.884 25.527
C -18.609 -17.179 34.971
H -15.568 -12.670 38.014
C -19.094 -20.983 30.188
H -20.439 -20.926 33.202
H -24.753 -14.092 24.230
C -19.751 -21.247 32.420
H -26.177 -11.810 25.991
H -19.443 -21.958 29.848
O -19.373 -16.462 30.458
C -17.582 -20.885 30.551
O -15.647 -14.893 32.208
H -25.101 -17.041 24.491
H -25.628 -12.571 22.572
H -25.059 -15.796 25.868
H -19.430 -22.396 21.735
C -16.627 -14.356 36.597
H -14.381 -19.355 31.847
O -21.856 -18.279 34.088
C -25.403 -14.576 23.501
O -17.675 -16.470 35.872
H -21.698 -22.320 25.473
H -16.914 -14.756 37.569
H -16.714 -11.238 37.440
C -19.567 -17.059 29.146
H -19.327 -22.413 19.566
O -25.014 -13.022 27.108
C -10.081 -15.158 32.909
H -12.796 -14.284 33.984
H -20.453 -12.439 28.564
H -13.573 -15.266 31.971
H -26.849 -13.001 23.638
C -20.832 -21.629 23.100
H -18.610 -20.927 19.668
C -21.769 -17.794 32.796
H -20.865 -16.860 26.538
H -22.701 -13.561 25.888
H -22.564 -20.197 33.958
H -21.873 -18.200 25.911
C -20.759 -13.485 28.581
H -24.177 -14.591 33.117
C -19.892 -21.443 21.995
O -20.474 -21.090 20.724
H -23.204 -17.453 31.053
C -21.668 -17.559 26.770
H -18.043 -16.047 31.983
H -19.127 -20.730 22.302
H -21.380 -18.574 32.142
O -19.912 -20.501 31.220
H -10.341 -17.738 32.128
H -13.725 -11.328 34.497
H -22.853 -19.446 35.485
H -17.177 -12.506 38.585
H -10.394 -14.124 33.051
H -22.539 -15.261 33.018
H -19.581 -16.689 34.932
H -14.850 -17.850 32.803
H -15.936 -23.095 30.159
H -22.465 -16.819 26.844
H -16.878 -13.981 30.862
H -28.633 -12.387 21.993
H -17.615 -17.501 31.229
C -25.637 -16.316 25.104
H -10.348 -17.776 33.870
C -16.543 -12.275 37.729
H -12.071 -19.226 33.139
*
```

As for the SMILES: COCCOC.COCCOC.COCCOC.COCCOC.COCCOC.COCCOC.COCCOC.COCCOC.COCCOC. The value obtained for the HOMO energy is -0.32460 hartree. For the orbital gap, the calculation gives 9.496 eV.

---

The relative energies come out as <P> 175.7; <Q> 0.0, with values in kJ/mol.

---

<P>
DFT (ωB97M-V/def2-TZVPD) results for a 2-piece molecular cluster, C2H4N2O3 overall.

```
! wB97M-V def2-TZVPD RIJCOSX def2/J DEFGRID3
* xyz 0 1
C -0.425 0.556 -0.342
H 1.210 -0.569 0.391
O -0.581 -3.165 -0.329
O -1.087 -1.671 1.156
C 0.821 -1.521 -0.069
O -0.827 0.665 0.810
N -0.041 0.791 -1.407
N -0.277 -1.988 0.352
H -1.212 -0.263 1.170
H 1.369 -2.061 -0.862
H -1.174 -2.715 -1.062
*
```

As for the SMILES: C=[N+]([O-])O.N#CO. The value obtained for the HOMO energy is -0.36603 hartree. For the orbital gap, the calculation gives 10.171 eV.

---

<Q>
DFT (ωB97M-V/def2-TZVPD) results for one molecule with the formula C2H4N2O3.

```
! wB97M-V def2-TZVPD RIJCOSX def2/J DEFGRID3
* xyz 0 1
H -0.762 -0.586 2.601
N 1.061 -0.517 -1.211
H -0.041 0.718 -2.450
H -1.638 1.683 1.690
H 1.528 -0.201 -3.118
N -0.564 0.061 1.798
O -1.656 0.785 1.321
O 0.046 -0.105 -0.396
C 0.758 0.040 -2.344
C 0.269 -0.517 0.876
O 1.000 -1.360 1.232
*
```

As for the SMILES: C=NOC(=O)NO. The value obtained for the HOMO energy is -0.37343 hartree. For the orbital gap, the calculation gives 10.863 eV.

---

The relative energies come out as <P> 194.3; <Q> 0.0, with values in kJ/mol.